C31H35BCoN9O3 | ωB97M-V/def2-TZVPD

Summary:
LUMO energy	-7.420	eV
HOMO energy	-14.7	eV
gap between HOMO and LUMO	7.26	eV
net charge	+2

Structure (XYZ):
```
80
C31H35BCoN9O3, DFT ωB97M-V/def2-TZVPD
Co -0.006 0.362 0.538
C -2.894 1.017 -1.966
C -1.741 1.711 -2.700
C -1.077 0.870 -3.791
C -0.756 2.365 -1.760
C -0.207 3.614 -2.034
C 0.449 4.005 -0.888
N 0.327 3.030 0.011
N -0.381 1.991 -0.507
B 0.621 3.068 1.513
N 1.778 2.138 1.824
C 2.996 2.374 2.300
C 3.632 1.157 2.434
C 2.715 0.182 2.053
N 1.573 0.817 1.652
C 3.053 -1.288 2.168
C 2.493 -1.927 3.445
C 2.775 -2.114 0.912
N -0.600 2.485 2.226
C -1.293 3.086 3.187
C -2.328 2.270 3.553
C -2.240 1.138 2.754
N -1.158 1.258 1.923
C -3.290 0.066 2.950
C -3.665 -0.788 1.756
C -2.966 -0.793 4.177
H -3.358 0.258 -2.596
H -3.665 1.738 -1.694
H -2.564 0.550 -1.042
H -2.185 2.564 -3.216
H -0.721 -0.088 -3.419
H -0.231 1.398 -4.235
H -1.797 0.664 -4.583
H -0.367 4.192 -2.928
H 0.939 4.929 -0.628
H 0.869 4.181 1.870
H 3.315 3.380 2.513
H 4.624 0.975 2.810
H 4.132 -1.275 2.324
H 1.411 -1.951 3.500
H 2.840 -1.393 4.329
H 2.836 -2.960 3.518
H 1.704 -2.255 0.736
H 3.209 -3.108 1.023
H 3.209 -1.658 0.020
H -0.995 4.060 3.539
H -3.090 2.463 4.288
H -4.179 0.650 3.197
H -3.073 -1.707 1.732
H -3.567 -0.231 0.823
H -4.706 -1.100 1.833
H -2.037 -1.350 4.047
H -3.765 -1.513 4.351
H -2.863 -0.181 5.072
O -0.572 -4.327 -4.900
N 0.533 -3.842 -4.779
O 1.480 -4.072 -5.488
C 0.735 -2.839 -3.693
C 1.896 -2.168 -3.737
C 2.179 -1.141 -2.782
C 3.351 -0.373 -2.818
C 3.491 0.643 -1.913
C 2.496 0.861 -0.958
N 1.398 0.113 -0.876
C 1.236 -0.860 -1.799
C 0.005 -1.573 -1.755
N -0.854 -1.173 -0.779
C -2.024 -1.795 -0.723
C -2.386 -2.825 -1.585
C -1.523 -3.234 -2.563
C -0.280 -2.582 -2.689
H 2.609 -2.395 -4.518
H 4.112 -0.578 -3.560
H 4.364 1.281 -1.909
H 2.601 1.675 -0.264
H -2.702 -1.482 0.046
H -3.353 -3.293 -1.469
H -1.787 -4.035 -3.232
O -0.572 -2.105 2.179
C -0.168 -1.208 1.650
```

=====

C31H35BN15O4S3Zr | ωB97M-V/def2-TZVPD

Summary:
LUMO energy (spin up / spin down)	-6.000 / -8.116	eV
ΔE to the lowest compared entry with this formula, charge and spin	0.6811	eV
HOMO energy (spin up / spin down)	-13.4 / -13.4	eV
gap between HOMO and LUMO (spin up / spin down)	7.41 / 5.26	eV
net charge	+2
multiplicity	2

Structure (XYZ):
```
90
C31H35BN15O4S3Zr, DFT ωB97M-V/def2-TZVPD
Zr 0.239 0.221 -0.141
C -3.037 2.625 -2.093
C -2.457 1.466 -1.605
N -1.314 1.744 -0.964
N -1.154 3.106 -1.033
C -2.181 3.642 -1.710
B -0.176 3.742 -0.019
N -0.543 3.103 1.346
C -1.165 3.662 2.396
C -1.373 2.692 3.353
C -0.855 1.534 2.789
N -0.361 1.782 1.569
N 1.277 3.293 -0.345
C 2.341 4.073 -0.570
C 3.473 3.275 -0.597
C 3.001 1.993 -0.380
N 1.667 2.004 -0.237
N -0.210 5.242 0.048
C 0.370 6.032 1.002
C 0.351 7.318 0.546
C -0.251 7.228 -0.730
N -0.572 5.985 -1.031
H -3.956 2.721 -2.645
H -2.812 0.454 -1.674
H -2.223 4.708 -1.855
H -1.425 4.708 2.393
H -1.830 2.812 4.320
H -0.803 0.538 3.194
H 2.230 5.140 -0.686
H 4.494 3.589 -0.744
H 3.551 1.069 -0.318
H 0.765 5.620 1.918
H 0.712 8.198 1.051
H -0.461 8.021 -1.432
C 3.818 -3.815 3.756
C 2.334 -3.499 3.639
N 2.070 -2.054 3.582
C 2.098 -1.347 2.443
S 1.985 0.366 2.436
N 2.299 -1.996 1.300
N 2.162 -1.245 0.176
C 2.805 -1.687 -0.858
C 3.673 -2.893 -0.861
C 2.641 -0.888 -2.079
C 3.424 -1.076 -3.202
C 3.223 -0.259 -4.302
C 2.244 0.718 -4.244
C 1.501 0.841 -3.086
N 1.699 0.062 -2.022
H 3.970 -4.893 3.798
H 4.243 -3.380 4.662
H 4.364 -3.425 2.895
H 1.787 -3.894 4.494
H 1.910 -3.943 2.741
H 2.203 -1.520 4.427
H 3.478 -3.505 0.011
H 4.728 -2.605 -0.857
H 3.487 -3.470 -1.768
H 4.177 -1.850 -3.221
H 3.823 -0.387 -5.193
H 2.053 1.377 -5.079
H 0.722 1.589 -3.000
C -4.721 -1.781 1.278
O -3.533 -1.176 0.723
C -2.421 -1.139 1.407
O -1.431 -0.638 0.848
N -2.380 -1.615 2.657
N -1.131 -1.701 3.292
H -5.488 -1.647 0.526
H -5.016 -1.273 2.195
H -4.556 -2.846 1.443
H -3.110 -2.251 2.944
H -0.700 -2.593 3.052
H -1.280 -1.643 4.292
O 0.233 -2.308 -3.306
S -0.631 -2.013 -2.209
O -0.806 -0.548 -1.983
N -0.153 -2.531 -0.760
C -0.997 -3.476 -0.281
S -0.828 -4.279 1.154
C -2.172 -3.703 -1.182
C -3.217 -4.595 -1.023
C -4.211 -4.628 -1.995
C -4.163 -3.793 -3.110
C -3.111 -2.904 -3.287
C -2.148 -2.877 -2.297
H -3.237 -5.258 -0.168
H -5.031 -5.327 -1.894
H -4.944 -3.850 -3.857
H -3.047 -2.270 -4.162
```

=====

C31H35Br2ClN8O2Sc | ωB97M-V/def2-TZVPD

Summary:
LUMO energy	-9.402	eV
ΔE to the lowest compared entry with this formula, charge and spin	0.0000	eV
HOMO energy	-14.1	eV
gap between HOMO and LUMO	4.69	eV
net charge	+3

Structure (XYZ):
```
80
C31H35Br2ClN8O2Sc, DFT ωB97M-V/def2-TZVPD
Sc -2.711 1.037 0.310
Br -3.014 6.391 4.667
C -2.752 4.879 3.595
C -2.571 3.604 4.086
C -2.543 2.534 3.211
N -2.801 2.640 1.869
C -3.026 3.920 1.425
C -2.993 5.034 2.237
C -3.407 3.930 -0.016
C -3.585 5.117 -0.670
C -3.962 5.116 -2.009
Br -4.242 6.679 -2.979
C -4.215 3.887 -2.661
C -3.930 2.740 -1.942
N -3.506 2.720 -0.654
H -2.484 3.512 5.146
H -2.330 1.567 3.613
H -3.319 5.958 1.872
H -3.488 6.023 -0.149
H -4.445 3.755 -3.682
H -4.063 1.818 -2.463
C 0.787 -3.092 -0.946
C 2.291 -2.944 -0.617
C 2.952 -4.180 -1.299
C 2.351 -3.230 0.875
C 2.879 -1.579 -1.046
O 2.171 -1.105 -2.231
C 4.393 -1.730 -1.553
C 5.493 -1.989 -0.542
C 5.739 -0.861 0.511
C 6.141 0.429 0.114
C 6.295 1.445 1.025
C 6.162 1.105 2.404
Cl 6.572 2.340 3.586
C 5.757 -0.094 2.842
C 5.516 -1.124 1.877
C 2.722 -0.423 0.034
N 1.412 0.283 -0.096
C 0.215 -0.025 0.362
N -0.647 0.929 0.065
C 0.123 1.889 -0.537
N 1.360 1.500 -0.652
H 0.361 -3.788 -0.178
H 0.583 -3.548 -1.953
H 0.186 -2.183 -0.876
H 2.408 -5.125 -1.060
H 3.956 -4.342 -0.970
H 2.972 -4.043 -2.369
H 2.078 -4.251 1.089
H 1.619 -2.659 1.483
H 3.367 -3.162 1.314
H 2.804 -1.006 -2.964
H 4.697 -0.817 -2.094
H 4.319 -2.514 -2.318
H 6.401 -2.193 -1.094
H 5.297 -2.946 -0.033
H 6.368 0.573 -0.938
H 6.637 2.458 0.783
H 5.770 -0.284 3.878
H 5.255 -2.114 2.170
H 3.430 0.390 -0.137
H 2.773 -0.824 1.022
H -0.111 -0.938 0.826
H -0.227 2.822 -0.915
C -6.021 -2.246 1.201
N -5.235 -1.959 0.017
C -5.295 -2.672 -1.174
C -4.464 -2.428 -2.276
C -3.440 -1.482 -2.095
N -3.381 -0.783 -0.933
C -4.202 -1.048 0.108
O -4.062 -0.346 1.166
N -2.521 -1.227 -3.003
H -6.678 -1.419 1.462
H -5.339 -2.440 1.977
H -6.569 -3.173 0.978
H -6.082 -3.458 -1.258
H -4.657 -2.918 -3.205
H -2.483 -1.734 -3.886
H -1.810 -0.579 -2.725
```

=====

| no. | calculated total energy (Eh) |
| --- | --- |
| 1 | -3327.92048 |
| 2 | -3590.81122 |
| 3 | -8159.03094 |